One molecule with the formula C2H5N3OS, computed with ωB97M-V/def2-TZVPD.

Positions of all 12 atoms, in Å:
C  0.97  -0.30  -0.01
C  -1.49  -0.71  0.00
H  2.61  1.32  0.00
H  -0.14  1.41  0.00
H  0.05  -2.08  0.00
H  -2.17  -1.56  0.01
H  -2.87  0.60  0.01
N  0.77  1.01  0.00
N  -0.17  -1.10  0.00
N  -1.86  0.52  -0.01
O  1.81  1.89  0.00
S  2.49  -0.99  0.00

The value obtained for the HOMO energy is -8.67 eV. Its SMILES is [H]/N=C/NC(=S)NO. The value obtained for the lowest unoccupied orbital energy is 0.5 eV. The energy above the lowest of the compared OMol25 structures with the same formula, charge and spin is 47.89 kcal per mole.

=====

C16H48FO8S8Zr as an isolated structure, computed with ωB97M-V/def2-TZVPD.

Positions of all 82 atoms, in Å:
Zr  19.05  -40.56  0.08
F  19.66  -42.60  -0.13
C  21.18  -36.53  -1.11
S  20.58  -37.37  0.38
O  20.15  -38.70  -0.21
C  22.17  -37.57  1.25
H  22.05  -37.02  -1.57
H  21.47  -35.50  -0.90
H  20.41  -36.53  -1.89
H  22.86  -38.28  0.80
H  22.01  -37.75  2.30
H  22.51  -36.53  1.19
C  17.06  -36.52  -1.51
S  17.62  -38.14  -2.12
O  17.85  -38.99  -0.89
C  16.09  -38.59  -2.96
H  16.60  -36.62  -0.53
H  16.38  -35.92  -2.13
H  17.90  -35.84  -1.32
H  15.25  -38.18  -2.40
H  15.94  -39.62  -3.25
H  16.18  -37.89  -3.80
C  17.56  -43.93  -2.14
S  16.57  -42.50  -1.57
O  17.45  -41.37  -1.04
C  15.71  -43.32  -0.17
H  18.64  -43.82  -2.05
H  17.23  -44.06  -3.17
H  17.31  -44.79  -1.52
H  15.25  -42.50  0.39
H  16.43  -43.80  0.49
H  14.90  -43.93  -0.54
C  17.53  -41.94  4.20
S  17.28  -42.50  2.51
O  17.96  -41.47  1.62
C  18.34  -43.98  2.65
H  17.08  -40.96  4.39
H  18.59  -41.86  4.41
H  17.03  -42.66  4.84
H  18.14  -44.59  3.52
H  19.36  -43.61  2.55
H  18.18  -44.52  1.72
C  22.58  -40.40  3.40
S  20.98  -41.19  3.01
O  20.35  -40.54  1.79
C  21.73  -42.75  2.46
H  23.25  -40.33  2.55
H  22.98  -41.05  4.18
H  22.52  -39.46  3.95
H  21.73  -43.39  3.35
H  22.77  -42.67  2.16
H  21.24  -43.32  1.67
C  20.92  -39.36  -3.92
S  20.43  -40.93  -3.12
O  19.61  -40.50  -1.93
C  19.20  -41.32  -4.36
H  21.68  -38.84  -3.34
H  20.00  -38.79  -4.04
H  21.25  -39.50  -4.95
H  18.47  -40.55  -4.59
H  18.68  -42.24  -4.12
H  19.67  -41.52  -5.33
C  23.83  -40.41  -1.78
S  22.95  -41.12  -0.33
O  21.50  -40.70  -0.37
C  23.06  -42.84  -0.97
H  24.03  -39.35  -1.62
H  23.24  -40.52  -2.69
H  24.78  -40.91  -1.96
H  24.06  -43.18  -1.26
H  22.45  -42.92  -1.88
H  22.50  -43.57  -0.38
C  19.08  -38.19  3.96
S  17.70  -38.40  2.80
O  18.25  -39.02  1.55
C  17.45  -36.63  2.43
H  19.41  -39.14  4.37
H  18.78  -37.58  4.82
H  19.91  -37.68  3.46
H  18.10  -36.27  1.64
H  17.61  -36.10  3.36
H  16.41  -36.48  2.13

The value obtained for the HOMO energy is -16.56 eV. Its total charge is +3. The value obtained for the lowest unoccupied orbital energy is -6.2 eV. The energy above the lowest of the compared OMol25 structures with the same formula, charge and spin is 37.82 kcal per mole.

=====

A 2-piece molecular cluster, C9H16N2O2 overall, computed with ωB97M-V/def2-TZVPD.

Positions of all 29 atoms, in Å:
C  2.83  -2.61  -0.55
C  3.15  -1.27  0.15
C  2.17  -0.07  -0.33
C  2.38  1.40  0.41
C  1.91  2.50  -0.56
C  -1.52  1.31  0.06
C  -0.75  0.75  1.21
C  -0.83  -0.52  1.48
C  -2.45  -0.98  -0.31
H  1.72  -2.94  -0.47
H  3.03  -2.52  -1.62
H  3.45  -3.44  0.06
H  4.15  -0.93  -0.16
H  3.09  -1.59  1.21
H  2.44  -0.10  -1.40
H  1.10  -0.32  -0.21
H  3.44  1.47  0.38
H  2.03  1.42  1.51
H  0.75  2.65  -0.57
H  2.30  3.75  -0.55
H  2.01  1.97  -1.68
H  -2.55  0.47  -1.74
H  -0.01  1.29  1.72
H  -0.50  -0.98  2.47
H  -2.03  -2.19  1.19
N  -2.33  0.34  -0.65
N  -2.05  -1.24  0.95
O  -1.44  2.48  -0.38
O  -2.94  -1.83  -1.06

The value obtained for the HOMO energy is -9.99 eV. Its SMILES is O=c1cc[nH]c(=O)[nH]1.CCCCC. The value obtained for the lowest unoccupied orbital energy is -0.2 eV. The energy above the lowest of the compared OMol25 structures with the same formula, charge and spin is 93.41 kcal per mole.

=====

A 8-piece molecular cluster, C14H44N4O8 overall, computed with ωB97M-V/def2-TZVPD.

Positions of all 70 atoms, in Å:
C  -4.26  1.29  0.71
O  -3.16  2.06  1.11
H  -5.17  1.87  0.51
H  -4.54  0.53  1.50
H  -4.13  0.66  -0.19
H  -2.92  2.05  2.03
C  -2.22  2.74  -1.84
O  -0.93  2.28  -1.36
H  -2.86  1.92  -1.57
H  -2.30  2.97  -2.92
H  -2.59  3.58  -1.37
H  -0.92  2.57  -0.45
C  1.75  1.72  1.81
O  0.44  1.65  1.53
H  2.10  0.80  2.20
H  1.93  2.48  2.58
H  2.33  1.94  0.85
H  0.33  1.01  0.78
C  -2.57  0.21  3.55
O  -2.22  -1.02  3.20
N  -1.78  1.22  3.37
N  -3.71  0.59  4.12
H  -1.02  1.13  2.69
H  -2.04  2.18  3.57
H  -4.38  -0.18  4.14
H  -4.01  1.49  4.55
C  -0.53  -0.86  0.01
O  -0.13  -2.07  0.34
N  -1.66  -0.43  0.36
N  0.26  -0.01  -0.62
H  -2.07  -0.97  1.12
H  -2.12  0.41  0.04
H  1.15  -0.49  -0.83
H  -0.01  0.87  -1.10
C  3.16  -2.32  -1.58
C  3.63  -0.80  -1.36
C  4.99  -0.40  -1.95
O  2.85  0.04  -1.88
H  3.82  -2.98  -0.97
H  3.22  -2.57  -2.59
H  2.15  -2.46  -1.27
H  3.68  -0.70  -0.28
H  5.82  -0.73  -1.28
H  5.06  0.69  -1.94
H  5.12  -0.81  -2.99
H  3.08  0.91  -1.59
C  2.46  -1.85  2.13
C  1.38  -1.51  3.09
C  0.81  -2.85  3.64
O  1.72  -0.86  4.08
H  3.45  -1.38  2.27
H  2.11  -1.72  1.09
H  2.61  -2.95  2.11
H  0.69  -0.85  2.54
H  -0.02  -2.68  4.27
H  1.69  -3.39  4.09
H  0.37  -3.47  2.89
H  0.89  -0.58  4.53
C  -2.23  0.14  -4.41
C  -0.79  0.17  -3.94
C  0.21  -0.79  -4.73
O  -0.19  1.29  -3.90
H  -2.28  0.61  -5.34
H  -2.92  0.68  -3.81
H  -2.71  -0.83  -4.54
H  -0.67  -0.05  -2.85
H  1.13  -0.80  -4.15
H  0.41  -0.29  -5.71
H  -0.17  -1.80  -4.89
H  -0.56  1.75  -3.19

The value obtained for the HOMO energy is -8.74 eV. Its SMILES is NC(N)=O.NC(N)=O.CC(C)O.CC(C)O.CC(C)O.CO.CO.CO. The value obtained for the lowest unoccupied orbital energy is 0.0 eV. The energy above the lowest of the compared OMol25 structures with the same formula, charge and spin is 126.14 kcal per mole.

=====

One molecule with the formula C21H24N6O4S, computed with ωB97M-V/def2-TZVPD.

Positions of all 56 atoms, in Å:
C  4.37  -3.21  3.23
H  3.72  -3.94  2.73
H  3.89  -2.86  4.15
H  5.32  -3.69  3.47
O  4.69  -2.14  2.38
C  3.69  -1.39  1.86
C  2.34  -1.58  2.12
C  1.39  -0.79  1.50
C  1.78  0.19  0.60
C  3.14  0.41  0.36
C  4.08  -0.37  0.98
H  5.13  -0.22  0.80
H  3.44  1.20  -0.31
N  0.81  0.91  -0.11
C  -0.21  1.67  0.41
N  -0.96  2.14  -0.56
N  -0.47  1.68  -1.72
C  0.57  0.95  -1.47
C  1.40  0.28  -2.52
C  1.98  -1.02  -2.05
C  1.26  -1.99  -1.45
C  1.90  -3.17  -0.91
O  1.36  -4.05  -0.28
N  3.27  -3.22  -1.16
C  4.04  -2.29  -1.81
O  5.22  -2.40  -1.99
N  3.32  -1.19  -2.25
H  3.87  -0.48  -2.71
H  3.77  -4.04  -0.81
H  0.20  -1.88  -1.29
H  2.20  0.96  -2.83
H  0.74  0.12  -3.38
S  -0.38  1.95  2.11
C  -1.74  3.17  2.12
H  -1.55  3.87  1.31
C  -3.11  2.50  2.00
O  -3.81  2.30  2.97
N  -3.44  2.21  0.74
H  -2.75  2.34  0.00
C  -4.66  1.52  0.37
C  -5.38  2.25  -0.76
H  -5.39  3.33  -0.60
H  -6.41  1.91  -0.81
C  -4.61  1.85  -2.02
H  -5.27  1.81  -2.89
H  -3.83  2.58  -2.23
C  -3.98  0.48  -1.72
H  -4.35  -0.29  -2.39
H  -2.90  0.53  -1.84
C  -4.35  0.16  -0.26
H  -3.54  -0.36  0.27
H  -5.24  -0.47  -0.22
H  -5.26  1.43  1.28
H  -1.66  3.66  3.09
H  0.34  -0.96  1.69
H  2.00  -2.35  2.81

The value obtained for the HOMO energy is -8.77 eV. Its SMILES is COc1ccc(-n2c(Cc3cc(=O)[nH]c(=O)[nH]3)nnc2SCC(=O)NC2CCCC2)cc1. The value obtained for the lowest unoccupied orbital energy is 0.2 eV. The energy above the lowest of the compared OMol25 structures with the same formula, charge and spin is 3.35 kcal per mole.

=====

C2H7NO3P as an isolated structure, computed with ωB97M-V/def2-TZVPD.

Positions of all 14 atoms, in Å:
C  -1.45  -1.30  -0.42
C  -0.74  -0.22  0.29
N  1.59  1.78  -0.10
O  1.59  -0.77  1.51
O  1.41  -1.05  -1.21
O  -1.14  1.02  -0.28
P  1.06  -0.39  0.12
H  -1.38  -0.93  -1.40
H  -0.83  -2.13  -0.26
H  -2.49  -1.55  -0.07
H  -0.93  0.00  1.31
H  1.14  2.20  0.73
H  2.55  1.72  0.29
H  -0.37  1.62  -0.49

As for the spin multiplicity: 3. The value obtained for the HOMO energy (spin up / spin down) is -0.03 / -5.76 eV. Its total charge is -1. The value obtained for the lowest unoccupied orbital energy (spin up / spin down) is 4.2 / 1.2 eV. The energy above the lowest of the compared OMol25 structures with the same formula, charge and spin is 24.29 kcal per mole.